#w
Molecular formula: C21H28N4O4
Method: DFT, ωB97M-V/def2-TZVPD

Structure (XYZ):
```
57
Properties=species:S:1:pos:R:3:nbo_charge:R:1
C -0.22370 4.72439 7.04660 -0.24
H -1.09074 4.19498 7.46203 0.16
O 0.09431 4.25554 5.76442 -0.53
C -0.96017 4.43340 4.84286 -0.08
C -0.54680 3.90584 3.51206 0.10
N -1.37277 3.20485 2.75166 -0.26
N -0.69392 2.91349 1.64929 -0.33
C 0.56689 3.39999 1.67581 0.12
C 0.70091 4.05655 2.88004 -0.33
H 1.55618 4.57123 3.26427 0.23
C 1.51667 3.13058 0.55930 -0.25
N 1.95395 1.73553 0.56498 -0.43
C 1.15548 0.83255 -0.04246 0.71
O 0.07870 1.16842 -0.51121 -0.68
C 1.66596 -0.60427 -0.14679 -0.31
C 0.59634 -1.46154 -0.84572 -0.21
N 0.58858 -1.22713 -2.26593 -0.44
C 1.73267 -1.33159 -2.96947 0.68
O 1.81154 -1.15847 -4.17013 -0.63
C 2.92261 -1.66240 -2.08648 -0.49
C 2.99577 -0.66406 -0.92906 -0.40
H 3.82073 -0.94039 -0.27020 0.22
H 3.22023 0.31963 -1.34714 0.21
H 3.82901 -1.61171 -2.68973 0.24
H 2.81758 -2.68092 -1.70644 0.22
C -0.65701 -0.85435 -2.90505 -0.24
C -1.67262 -1.96029 -2.79948 -0.02
C -2.89529 -1.75621 -2.17090 -0.25
C -3.80078 -2.79532 -2.07440 -0.19
C -3.50543 -4.04775 -2.58681 -0.31
C -2.28128 -4.26252 -3.21129 0.30
C -1.37320 -3.21025 -3.31291 -0.22
H -0.43076 -3.38646 -3.80812 0.22
O -1.87587 -5.44812 -3.74815 -0.49
C -2.76114 -6.53976 -3.71382 -0.25
H -2.24068 -7.35720 -4.21057 0.20
H -3.68931 -6.32288 -4.25260 0.18
H -2.99840 -6.83512 -2.68614 0.17
H -4.23177 -4.83970 -2.49447 0.22
H -4.75325 -2.63625 -1.59028 0.21
H -3.13656 -0.78522 -1.76484 0.21
H -1.03137 0.06169 -2.43810 0.22
H -0.41421 -0.65621 -3.95307 0.25
H 0.78619 -2.52133 -0.63383 0.20
H -0.38932 -1.20673 -0.45411 0.24
H 1.79168 -0.99923 0.86641 0.23
C 3.11553 1.46243 1.37427 -0.41
H 3.18767 0.40830 1.62113 0.21
H 3.03483 2.02684 2.30556 0.22
H 4.02908 1.76809 0.85656 0.20
H 2.39712 3.76863 0.64335 0.22
H 1.01990 3.31467 -0.39808 0.24
H -1.09187 2.35512 0.90593 0.44
H -1.86545 3.90380 5.17410 0.19
H -1.20591 5.50719 4.75984 0.17
H 0.64758 4.53959 7.67197 0.19
H -0.44411 5.80003 7.03532 0.16
```

#x
Molecular formula: C21H28N4O4
Method: DFT, ωB97M-V/def2-TZVPD

Structure (XYZ):
```
57
Properties=species:S:1:pos:R:3:nbo_charge:R:1
C 5.17432 4.47502 -0.08356 -0.25
O 4.82064 3.34285 0.67268 -0.54
C 5.89710 2.46987 0.94106 -0.06
C 6.27415 1.58019 -0.26408 -0.54
C 6.13499 0.09500 0.03715 0.69
O 7.11547 -0.62444 0.09602 -0.63
N 4.88866 -0.37693 0.26472 -0.45
C 3.64216 0.33173 0.09672 -0.23
H 3.79769 1.40528 0.02638 0.24
C 2.90846 -0.18954 -1.14287 -0.44
H 1.96022 0.33956 -1.24671 0.22
H 3.50900 -0.00985 -2.03633 0.21
C 2.66504 -1.69979 -1.01090 0.10
C 3.98883 -2.41773 -0.72956 -0.42
C 4.69414 -1.79671 0.47593 -0.23
H 5.67483 -2.25129 0.62192 0.25
H 4.08337 -1.94186 1.37182 0.20
H 3.79353 -3.47214 -0.53465 0.22
H 4.62807 -2.33598 -1.60954 0.22
H 2.23322 -2.09811 -1.94044 0.19
O 1.80204 -1.98830 0.07940 -0.51
C 0.46564 -1.80022 -0.02917 0.32
C -0.21260 -1.37542 -1.16898 -0.26
C -1.58667 -1.23900 -1.13871 -0.16
C -2.31784 -1.49850 0.01517 -0.19
C -1.63740 -1.93822 1.15036 -0.16
C -0.26970 -2.08827 1.12571 -0.26
H 0.26584 -2.43785 1.99448 0.23
H -2.17527 -2.19655 2.05060 0.21
C -3.79145 -1.32181 -0.04128 0.68
O -4.41268 -1.36883 -1.09332 -0.66
N -4.40531 -1.11677 1.14826 -0.60
H -3.85361 -0.85927 1.94942 0.40
C -5.84011 -0.88693 1.22589 -0.26
C -6.21248 0.47460 0.74415 0.31
N -6.62104 1.48160 1.47170 -0.46
C -6.81381 2.50972 0.60198 -0.11
C -6.50899 2.12185 -0.67526 0.10
N -6.12936 0.81218 -0.56868 -0.52
H -5.78420 0.19557 -1.29273 0.45
C -6.54169 2.84356 -1.97244 -0.64
H -7.23766 2.36472 -2.66159 0.22
H -6.85787 3.87062 -1.81385 0.23
H -5.55488 2.84665 -2.43595 0.22
H -7.15927 3.46233 0.94976 0.20
H -6.16097 -1.00596 2.25975 0.23
H -6.32391 -1.63998 0.59500 0.23
H -2.11859 -0.92151 -2.02297 0.24
H 0.31228 -1.15640 -2.08538 0.21
H 3.02071 0.13724 0.97869 0.20
H 5.64704 1.84100 -1.11836 0.23
H 7.31541 1.73987 -0.54523 0.24
H 5.56347 1.85145 1.77843 0.20
H 6.76988 3.04772 1.27059 0.18
H 4.26729 5.06576 -0.19528 0.20
H 5.93596 5.07020 0.43362 0.17
H 5.55435 4.20397 -1.07508 0.16
```

Most stable one: #x, least stable one: #w.

#w
Molecular formula: C21H28N4O4
Method: DFT, ωB97M-V/def2-TZVPD

Structure (XYZ):
```
57
Properties=species:S:1:pos:R:3:nbo_charge:R:1
C -3.34824 -5.35420 1.08766 -0.24
O -3.78305 -4.05211 1.38080 -0.56
C -5.16901 -3.98039 1.64274 -0.05
C -5.58452 -2.52230 1.83487 -0.51
C -5.58622 -1.78972 0.49853 0.69
O -6.56390 -1.83997 -0.22766 -0.64
N -4.48116 -1.09733 0.15391 -0.44
C -3.27351 -1.00125 0.95092 -0.23
H -3.41305 -0.27621 1.76655 0.18
C -2.09716 -0.56128 0.08632 -0.43
H -1.96185 -1.27249 -0.72996 0.22
H -1.18881 -0.57504 0.68940 0.22
C -2.33215 0.83176 -0.52036 0.10
C -3.82126 1.01773 -0.85011 -0.43
C -4.50210 -0.32451 -1.07552 -0.23
H -5.54958 -0.19404 -1.35608 0.25
H -3.99923 -0.87034 -1.88099 0.19
H -3.90114 1.62731 -1.74977 0.24
H -4.31911 1.54147 -0.03332 0.21
H -2.01739 1.61771 0.18029 0.18
O -1.62443 0.97910 -1.74262 -0.50
C -0.28803 1.21006 -1.74817 0.32
C 0.51829 1.35769 -0.62360 -0.27
C 1.87342 1.60052 -0.76429 -0.18
C 2.45564 1.70388 -2.02140 -0.18
C 1.63851 1.57862 -3.14515 -0.14
C 0.29323 1.32759 -3.01479 -0.26
H -0.34295 1.22366 -3.87944 0.23
H 2.08890 1.68340 -4.12029 0.24
C 3.90118 1.99097 -2.24077 0.66
O 4.30955 2.55861 -3.23671 -0.63
N 4.73182 1.53566 -1.27047 -0.62
H 4.34574 1.10253 -0.44740 0.40
C 6.14178 1.83323 -1.24929 -0.21
H 6.38855 2.25269 -2.22684 0.24
H 6.70496 0.90580 -1.09876 0.19
C 6.49056 2.83937 -0.13864 -0.42
C 6.09285 2.31090 1.19740 -0.14
C 6.78958 1.45929 2.02834 -0.07
N 5.99286 1.21357 3.08994 -0.32
N 4.82786 1.84618 3.00282 -0.26
C 4.87029 2.51252 1.86638 -0.08
H 4.04491 3.12654 1.56392 0.21
H 6.19425 0.64257 3.89522 0.41
H 7.76835 1.03328 1.94057 0.22
H 7.56443 3.03039 -0.16427 0.22
H 5.96319 3.77473 -0.33287 0.22
H 2.46017 1.73382 0.13373 0.21
H 0.10691 1.29620 0.37165 0.21
H -3.04860 -1.97939 1.37862 0.25
H -4.94361 -2.04542 2.57292 0.22
H -6.61481 -2.51524 2.19324 0.24
H -5.73515 -4.41251 0.80442 0.18
H -5.40235 -4.56059 2.55007 0.17
H -2.27700 -5.29260 0.90654 0.19
H -3.84919 -5.74766 0.19506 0.17
H -3.53918 -6.03480 1.92675 0.17
```

#x
Molecular formula: C21H28N4O4
Method: DFT, ωB97M-V/def2-TZVPD

Structure (XYZ):
```
57
Properties=species:S:1:pos:R:3:nbo_charge:R:1
C -9.99026 -1.83676 -0.57946 -0.38
C -9.45353 -0.77394 -0.01274 -0.18
C -8.39721 -0.83060 1.05188 -0.26
N -7.23234 -0.06004 0.67048 -0.62
C -6.05820 -0.63867 0.39619 0.79
O -5.77992 -1.80528 0.53374 -0.63
N -5.05474 0.25674 -0.07305 -0.65
C -5.14596 1.58112 -0.32440 0.67
O -6.14792 2.25299 -0.17749 -0.62
C -3.85966 2.21983 -0.83634 -0.18
H -3.60988 3.07482 -0.19466 0.25
O -2.77545 1.31340 -0.86755 -0.52
C -1.64723 1.66503 -0.20324 0.80
O -1.52097 2.70816 0.39104 -0.60
C -0.62118 0.61976 -0.30922 -0.36
C 0.59219 0.84945 0.27220 0.02
C 1.72504 0.00696 0.30107 -0.20
C 2.95669 0.32132 0.89286 0.25
N 3.79773 -0.72201 0.70008 -0.33
C 3.13229 -1.72899 0.02655 0.16
C 1.86718 -1.30513 -0.23895 -0.26
H 1.10975 -1.86020 -0.75137 0.24
C 3.72808 -3.05420 -0.29274 -0.65
H 4.37938 -3.40406 0.50599 0.22
H 2.92416 -3.77362 -0.42639 0.24
H 4.30158 -3.02554 -1.21992 0.22
C 5.16222 -0.79971 1.16183 -0.22
H 5.25516 -1.68668 1.80039 0.21
H 5.36927 0.07405 1.77832 0.22
C 6.22150 -0.90969 0.05553 -0.40
H 5.96292 -1.73474 -0.60628 0.21
H 7.15949 -1.17235 0.55123 0.21
C 6.47921 0.33265 -0.81039 -0.21
C 5.26773 0.73278 -1.64983 -0.61
H 4.47219 1.14491 -1.03715 0.20
H 4.87216 -0.12480 -2.18935 0.21
H 5.55500 1.48803 -2.37799 0.21
C 6.99747 1.51397 0.00662 -0.61
H 6.23721 1.89790 0.68166 0.19
H 7.29215 2.32368 -0.65655 0.22
H 7.86470 1.22253 0.59530 0.21
H 7.27765 0.04333 -1.50524 0.20
C 3.32805 1.54211 1.65578 -0.66
H 3.66690 1.28536 2.66029 0.23
H 4.12071 2.10311 1.15942 0.22
H 2.46704 2.19644 1.75015 0.24
H 0.67390 1.81191 0.76418 0.23
C -0.98380 -0.53906 -1.01755 0.28
N -1.32367 -1.46773 -1.60168 -0.32
H -4.04236 2.59001 -1.85143 0.22
H -4.17114 -0.19952 -0.27769 0.44
H -7.33879 0.92863 0.46460 0.43
H -8.06902 -1.85851 1.21869 0.24
H -8.79617 -0.42186 1.98892 0.20
H -9.75428 0.22375 -0.30575 0.19
H -10.74931 -1.75648 -1.33894 0.20
H -9.69372 -2.83456 -0.30165 0.19
```

Most stable one: #x, least stable one: #w.